[1]
Below is a molecular structure, C29H33O2Si in a non-equilibrium geometry, with properties calculated with ωB97M-V/def2-TZVPD.

Computed properties:
ΔE to the lowest compared entry with this formula, charge and spin = 0.000 eV
maximum force = 0.058 hartree/bohr
energy = -1564.61806 a.u.

The geometry in ORCA input format:
```
! RIJCOSX wB97M-V def2-TZVPD def2/J DEFGRID3
* xyz 1 1
C 2.3501 2.6640 2.7275
Si 1.5934 1.5770 1.4379
C 0.2751 0.4649 2.1136
C 0.9485 2.5670 -0.0006
O 2.9107 0.5607 0.8716
C 2.9572 -0.4579 0.0635
C 4.2341 -0.8883 -0.4191
C 4.0842 -1.9864 -1.4182
C 2.8417 -1.7550 -2.3061
C 1.5747 -1.8119 -1.4686
O 1.7607 -0.8817 -0.2860
H 1.5839 3.3616 3.0904
H 2.7393 2.1125 3.5882
H 3.1876 3.2588 2.3444
H -0.5075 1.1034 2.5635
H -0.1773 -0.1634 1.3288
H 0.6671 -0.2026 2.8967
H 0.1107 3.1785 0.3850
H 1.7075 3.2480 -0.4190
H 0.5824 1.9254 -0.8200
H 4.9121 -0.0299 -0.6105
H 4.9593 -2.0571 -2.0768
H 3.9770 -2.9540 -0.8530
H 2.9694 -0.7540 -2.7465
H 2.7093 -2.4761 -3.1321
H 0.7124 -1.4270 -2.0185
H 1.3016 -2.8355 -1.1250
C 10.0022 -4.9416 -2.5751
C 9.5185 -3.6285 -2.6734
C 8.5209 -3.1748 -1.8315
C 8.0210 -3.9960 -0.8014
C 6.9723 -3.5110 0.0862
C 6.8462 -2.1370 0.2712
C 5.7201 -1.4671 0.8700
C 6.0261 -0.2923 1.7396
C 5.1951 0.0939 2.8190
C 5.4492 1.2705 3.5219
C 6.4600 2.1555 3.0984
C 7.3080 1.7629 2.0413
C 7.0785 0.5575 1.3682
C 6.1373 -4.5112 0.7936
C 5.8055 -4.3586 2.1515
C 5.0000 -5.2937 2.8147
C 4.4691 -6.3854 2.1263
C 4.7655 -6.5561 0.7629
C 5.5790 -5.6221 0.1057
C 8.5436 -5.3108 -0.6757
C 9.4943 -5.7841 -1.5688
H 10.7845 -5.3015 -3.2268
H 9.9738 -2.9517 -3.3934
H 8.1178 -2.1629 -1.9482
H 7.7053 -1.5602 -0.0402
H 4.9225 -2.1274 1.2933
H 4.3469 -0.5266 3.0834
H 4.7599 1.5995 4.2966
H 6.5612 3.1507 3.5452
H 8.0531 2.4627 1.6477
H 7.6853 0.3212 0.4933
H 6.2205 -3.4992 2.6895
H 4.8166 -5.1624 3.8890
H 3.8547 -7.1303 2.6420
H 4.4001 -7.4331 0.2231
H 5.7856 -5.7401 -0.9668
H 8.1897 -5.9310 0.1659
H 9.8695 -6.8046 -1.4264
*
```

[2]
Below is 2 unconnected molecules or ions with the total composition C29H34BF3O3 in a non-equilibrium geometry, with properties calculated with ωB97M-V/def2-TZVPD.

Computed properties:
ΔE to the lowest compared entry with this formula, charge and spin = 0.000 eV
maximum force = 0.041 hartree/bohr
SMILES = CC1(C)OB(c2ccc(C(F)(F)F)cc2)OC1(C)C.CO[C@H](Cc1ccccc1)c1ccc(C)cc1
energy = -1675.73759 a.u.

The geometry in ORCA input format:
```
! RIJCOSX wB97M-V def2-TZVPD def2/J DEFGRID3
* xyz 0 1
C 3.0156 1.7885 3.8424
O 1.6593 2.0770 3.4703
C 0.9045 0.9213 3.1008
C -0.5866 1.1649 3.3632
C -1.4954 0.0942 3.3637
C -2.8604 0.3376 3.5010
C -3.3392 1.6531 3.5310
C -4.7972 1.8983 3.7229
C -2.4363 2.7126 3.4281
C -1.0765 2.4704 3.2607
H 3.5620 2.7361 3.8658
H 3.0261 1.3103 4.8308
H 3.5460 1.0937 3.1654
H 1.2888 0.0424 3.6638
H -1.1366 -0.9351 3.2186
H -3.5632 -0.4945 3.5808
H -4.9942 2.9746 3.7672
H -5.3605 1.4801 2.8792
H -5.1796 1.4236 4.6382
H -2.7961 3.7440 3.4557
H -0.3770 3.2800 3.0215
C -1.1981 -2.9436 0.6371
C -1.1953 -2.7363 -0.8760
C -1.0825 -4.0761 -1.5728
C -2.3425 -1.7349 -1.4115
C -2.7058 -1.8840 -2.9058
C -3.5955 -1.6722 -0.5613
O -1.6740 -0.4493 -1.3309
B -0.3732 -0.8123 -1.6865
C 0.5268 0.0838 -2.5697
C 1.6173 -0.4331 -3.2897
C 2.1561 0.2955 -4.3568
C 1.6972 1.5791 -4.6233
C 2.1367 2.3249 -5.8693
F 1.0564 2.6738 -6.6406
F 2.7882 3.4888 -5.5517
F 2.9788 1.5905 -6.6546
C 0.7967 2.1882 -3.7528
C 0.2308 1.4525 -2.7107
C 0.9690 0.6932 1.6287
C 2.2915 0.2759 1.0418
C 3.0925 1.2265 0.4102
C 4.3305 0.8643 -0.1240
C 4.8007 -0.4440 0.0583
C 3.9767 -1.4154 0.6440
C 2.7388 -1.0460 1.1943
O 0.0408 -2.0266 -1.1918
H -2.0421 -3.5729 0.9463
H -0.2697 -3.4498 0.9300
H -1.2355 -1.9936 1.1888
H -1.9861 -4.6729 -1.4264
H -0.9002 -3.9553 -2.6451
H -0.2349 -4.6232 -1.1463
H -3.3175 -2.7711 -3.0978
H -3.2765 -0.9985 -3.2226
H -1.8165 -1.9153 -3.5546
H -4.1643 -2.6092 -0.6247
H -3.3718 -1.4858 0.4958
H -4.2523 -0.8679 -0.9088
H 2.0252 -1.4162 -3.0451
H 2.9277 -0.1464 -4.9799
H 0.5196 3.2283 -3.9024
H -0.4679 1.9377 -2.0274
H 0.5950 1.5867 1.0672
H 0.2371 -0.0851 1.3815
H 2.7419 2.2634 0.3722
H 4.9295 1.6056 -0.6532
H 5.8393 -0.6723 -0.2008
H 4.3263 -2.4497 0.6993
H 2.1314 -1.7726 1.7482
*
```

[3]
Below is 7 unconnected molecules or ions with the total composition C29H34Cl2F32O6 in a non-equilibrium geometry, with properties calculated with ωB97M-V/def2-TZVPD.

Computed properties:
maximum force = 0.087 hartree/bohr
SMILES = FC(F)C(F)(F)COC(F)(F)C(F)F.FC(F)C(F)(F)COC(F)(F)C(F)F.FC(F)C(F)(F)COC(F)(F)C(F)F.FC(F)C(F)(F)COC(F)(F)C(F)F.C1CCOC1.C1CCOC1.ClCCl
energy = -5692.81588 a.u.

The geometry in ORCA input format:
```
! RIJCOSX wB97M-V def2-TZVPD def2/J DEFGRID3
* xyz 0 1
C 5.6067 16.1755 2.2298
C 4.5098 15.1584 1.7165
C 3.2184 15.3734 2.6084
F 3.3708 15.2344 3.9030
F 2.6886 16.5631 2.3271
F 4.2184 15.3012 0.4093
F 5.0534 13.9385 1.7385
O 5.9780 16.0063 3.5689
C 7.0975 15.1490 3.9529
C 7.0492 14.9541 5.4904
F 7.9188 14.2313 6.2327
F 7.0190 16.2434 5.9615
F 7.0388 13.9118 3.3014
F 8.1969 15.8863 3.7020
H 5.3245 17.2230 2.1235
H 6.4954 16.1095 1.6021
H 2.4352 14.6511 2.3784
H 6.0320 14.6602 5.7489
C 1.9766 19.7015 9.2709
C 0.7365 20.0162 8.3973
C 1.0980 20.8760 7.1741
F -0.1610 21.2742 6.6084
F 1.8491 21.9430 7.3622
F 0.1439 18.8614 8.0565
F -0.1175 20.6792 9.1811
O 2.8293 18.7956 8.4366
C 3.6733 17.9276 9.1867
C 4.7205 17.3436 8.2065
F 4.2944 16.5191 7.2595
F 5.4142 18.2536 7.5668
F 4.2272 18.6068 10.2061
F 2.8415 17.0267 9.7951
H 1.7387 19.3565 10.2771
H 2.4287 20.6607 9.5232
H 1.5834 20.2640 6.4139
H 5.4824 16.8243 8.7879
C 10.2979 10.6597 5.8630
C 8.7176 10.5816 6.1068
C 8.3013 10.5653 7.5579
F 6.9827 10.8079 7.8284
F 8.7626 9.5069 8.2208
F 8.1776 11.6193 5.4284
F 8.2420 9.4924 5.5213
O 10.8363 11.6725 6.6557
C 11.4100 12.8327 6.0456
C 12.1192 13.6872 7.0833
F 12.7926 14.6963 6.5118
F 11.2508 14.1136 8.0293
F 12.2937 12.3297 5.0884
F 10.5075 13.5423 5.4297
H 10.3327 10.7566 4.7778
H 10.6297 9.6914 6.2376
H 8.7692 11.3931 8.0908
H 12.8032 12.9636 7.5265
C 4.3921 13.1338 7.8780
C 3.2973 13.3613 8.9620
C 3.3262 12.2894 10.0690
F 4.5304 11.8616 10.4009
F 2.7359 12.4808 11.2521
F 3.4154 14.5397 9.4746
F 2.2203 13.4147 8.2712
O 4.3598 11.8267 7.2180
C 4.2736 11.8024 5.7965
C 4.0753 10.3506 5.2643
F 3.7519 10.3179 3.9565
F 5.0899 9.5121 5.5384
F 3.2330 12.5008 5.3877
F 5.4101 12.2168 5.2243
H 5.3917 13.4150 8.2093
H 4.1797 13.9216 7.1552
H 2.8604 11.4141 9.6163
H 3.2273 9.9151 5.7926
C 6.8124 15.8574 12.3705
C 5.9402 14.6473 12.1624
C 6.9339 13.4515 12.1555
O 8.0425 13.9083 12.9424
C 8.0805 15.3447 13.0275
H 6.3186 16.6365 12.9513
H 7.1762 16.3000 11.4433
H 5.2326 14.5873 11.3355
H 5.3850 14.6427 13.1004
H 7.3631 13.3455 11.1592
H 6.4959 12.4950 12.4407
H 8.9363 15.8576 12.5885
H 8.0933 15.5648 14.0949
C 12.3489 19.0451 5.3526
C 11.1402 20.0544 5.3627
C 10.0133 19.1855 5.9723
O 10.5799 17.9301 6.3841
C 12.0171 17.9971 6.3799
H 13.3473 19.4108 5.5927
H 12.4067 18.6994 4.3205
H 10.7056 20.4058 4.4269
H 11.4383 20.9444 5.9169
H 9.3268 18.8917 5.1782
H 9.4991 19.7204 6.7708
H 12.5002 17.0704 6.0700
H 12.3520 18.2415 7.3879
C 8.7340 16.2744 8.5795
Cl 7.6473 14.9566 9.0955
Cl 8.0462 17.8823 8.7839
H 9.6817 16.2473 9.1173
H 8.9999 16.1574 7.5290
*
```